[1]
A gas-phase ion, C3H10NS2 (charge +1) at a distorted geometry. Source: the Open Molecules 2025 dataset; level of theory: ωB97M-V/def2-TZVPD.

Each line ends with the natural charge from an NBO analysis.
Atoms and positions in Å:
C (0.143, 1.953, 0.109)  -0.645
C (-0.163, 0.496, 0.495)  -0.166
C (0.915, -0.532, 0.141)  -0.256
N (0.422, -1.933, 0.310)  -0.703
S (-1.665, -0.231, -0.821)  -0.074
S (-3.463, 0.182, -0.103)  -0.059
H (0.619, 2.603, 0.800)  0.248
H (0.752, 1.845, -0.789)  0.217
H (-0.731, 2.355, -0.350)  0.250
H (-0.562, 0.344, 1.408)  0.201
H (1.202, -0.503, -0.885)  0.234
H (1.730, -0.392, 0.827)  0.241
H (-0.476, -2.070, -0.180)  0.465
H (0.075, -2.050, 1.308)  0.437
H (1.137, -2.700, 0.204)  0.458
H (-4.052, 1.025, -0.938)  0.152

Values from the calculation:
2S+1	1
HOMO level	-12.65	eV
LUMO level	-3.634	eV
net charge	+1
frontier orbital gap	0.33120	Ha


[2]
A molecular structure, C3H4ErO3 at a distorted geometry. Source: the Open Molecules 2025 dataset; level of theory: ωB97M-V/def2-TZVPD.

Each line ends with the natural charge from an NBO analysis.
Atoms and positions in Å:
O (1.775, 0.249, 0.191)  -0.920
C (2.132, -1.073, 0.178)  -0.204
C (0.957, -1.995, 0.153)  0.509
O (-0.192, -1.540, 0.218)  -0.722
Er (-0.305, 0.765, 0.161)  2.509
H (2.735, -1.387, 1.060)  0.271
H (2.753, -1.365, -0.699)  0.266
H (1.109, -3.085, 0.087)  0.225
C (-3.344, -0.544, -0.332)  0.410
O (-2.777, 0.609, -0.236)  -0.897
H (-3.381, 1.377, -0.122)  0.554

Values from the calculation:
expectation value of S²	6.005
2S+1	5
HOMO level (alpha / beta)	-16.87 / -19.24	eV
LUMO level (alpha / beta)	-10.816 / -10.666	eV
net charge	+2
frontier orbital gap (alpha / beta)	0.22268 / 0.31497	Ha


- What is the formula in the first record?
  C3H10NS2


- Which of these has the lowest 2S+1?
  C3H10NS2


Copy entry 1 word for word.
A gas-phase ion, C3H10NS2 (charge +1) at a distorted geometry. Source: the Open Molecules 2025 dataset; level of theory: ωB97M-V/def2-TZVPD.

Each line ends with the natural charge from an NBO analysis.
Atoms and positions in Å:
C (0.143, 1.953, 0.109)  -0.645
C (-0.163, 0.496, 0.495)  -0.166
C (0.915, -0.532, 0.141)  -0.256
N (0.422, -1.933, 0.310)  -0.703
S (-1.665, -0.231, -0.821)  -0.074
S (-3.463, 0.182, -0.103)  -0.059
H (0.619, 2.603, 0.800)  0.248
H (0.752, 1.845, -0.789)  0.217
H (-0.731, 2.355, -0.350)  0.250
H (-0.562, 0.344, 1.408)  0.201
H (1.202, -0.503, -0.885)  0.234
H (1.730, -0.392, 0.827)  0.241
H (-0.476, -2.070, -0.180)  0.465
H (0.075, -2.050, 1.308)  0.437
H (1.137, -2.700, 0.204)  0.458
H (-4.052, 1.025, -0.938)  0.152

Values from the calculation:
2S+1	1
HOMO level	-12.65	eV
LUMO level	-3.634	eV
net charge	+1
frontier orbital gap	0.33120	Ha